[1]
{"formula": "C29H23N6O8STi", "method": "wB97M-V/def2-TZVPD", "species": ["Ti", "N", "C", "N", "C", "N", "N", "C", "C", "C", "C", "C", "C", "N", "C", "C", "C", "C", "C", "C", "H", "H", "H", "H", "H", "H", "H", "H", "H", "H", "H", "O", "C", "O", "C", "C", "C", "C", "C", "O", "C", "C", "O", "O", "H", "H", "H", "H", "H", "H", "H", "H", "O", "S", "O", "N", "C", "O", "C", "C", "C", "C", "C", "C", "H", "H", "H", "H"], "positions_angstrom": [[0.034, -0.448, -0.086], [2.878, -1.542, 3.087], [2.181, -0.905, 2.129], [1.298, -1.482, 1.385], [1.003, -2.847, 1.567], [0.058, -3.395, 0.882], [-0.562, -2.495, 0.074], [-1.620, -2.903, -0.619], [-2.314, -1.911, -1.333], [-3.465, -2.155, -2.118], [-4.088, -1.112, -2.747], [-3.577, 0.192, -2.608], [-2.450, 0.370, -1.838], [-1.822, -0.632, -1.215], [1.740, -3.587, 2.587], [1.514, -4.936, 2.854], [2.201, -5.574, 3.869], [3.122, -4.870, 4.640], [3.358, -3.530, 4.391], [2.669, -2.895, 3.367], [3.505, -1.005, 3.660], [2.402, 0.145, 1.957], [-1.938, -3.939, -0.596], [-3.835, -3.168, -2.207], [-4.970, -1.292, -3.349], [-4.040, 1.039, -3.094], [-2.002, 1.348, -1.718], [0.780, -5.456, 2.254], [2.016, -6.621, 4.070], [3.653, -5.366, 5.442], [4.064, -2.970, 4.992], [2.924, -1.265, -2.975], [2.188, -0.443, -2.455], [1.265, -0.720, -1.596], [2.304, 1.019, -2.906], [1.154, 1.343, -3.887], [1.520, 2.581, -4.719], [1.329, 3.708, -3.672], [0.892, 2.896, -2.443], [0.123, 1.842, -3.033], [2.111, 2.166, -1.860], [1.917, 1.663, -0.437], [2.899, 1.472, 0.272], [0.692, 1.453, -0.073], [3.268, 1.102, -3.404], [0.788, 0.487, -4.450], [0.829, 2.695, -5.555], [2.534, 2.525, -5.117], [0.542, 4.400, -3.974], [2.237, 4.282, -3.486], [0.287, 3.423, -1.710], [2.995, 2.803, -1.848], [0.119, -1.624, 5.089], [0.107, 0.095, 5.133], [-1.072, 0.440, 5.920], [-0.123, 0.442, 3.576], [-0.921, -0.284, 2.813], [-1.159, 0.021, 1.609], [-1.492, -1.559, 3.315], [-2.523, -2.194, 2.628], [-2.959, -3.447, 3.012], [-2.345, -4.087, 4.086], [-1.325, -3.469, 4.787], [-0.908, -2.198, 4.407], [-2.949, -1.690, 1.770], [-3.756, -3.935, 2.467], [-2.667, -5.078, 4.382], [-0.836, -3.949, 5.624]], "total_charge": -1, "s_squared": 2.0282, "homo_ev": [-3.185, -5.381], "e_above_lowest_kcal_mol": 0.0, "gap_ev": [5.735, 7.480], "energy_ha": -3297.31797, "spin_multiplicity": 3}

[2]
{"formula": "C29H23NO5Pt", "method": "wB97M-V/def2-TZVPD", "species": ["Pt", "O", "C", "O", "C", "C", "C", "C", "C", "O", "C", "C", "O", "O", "H", "H", "H", "H", "H", "H", "H", "H", "N", "C", "C", "C", "C", "C", "C", "C", "C", "C", "C", "C", "C", "C", "H", "H", "H", "H", "H", "H", "H", "H", "H", "H", "C", "C", "C", "C", "C", "C", "C", "C", "H", "H", "H", "H", "H"], "positions_angstrom": [[-0.879, 1.065, -2.366], [1.631, 4.579, -2.635], [1.107, 3.527, -2.222], [0.535, 2.666, -2.945], [1.344, 3.273, -0.709], [2.532, 2.335, -0.575], [3.085, 2.242, 0.870], [2.508, 0.911, 1.382], [1.454, 0.605, 0.306], [2.091, 1.005, -0.871], [0.204, 2.817, 0.243], [-1.191, 3.269, -0.246], [-1.670, 4.249, 0.338], [-1.731, 2.632, -1.198], [1.659, 4.256, -0.358], [3.297, 2.600, -1.304], [4.176, 2.238, 0.874], [2.756, 3.097, 1.465], [3.262, 0.121, 1.361], [2.088, 0.960, 2.388], [1.186, -0.447, 0.219], [0.339, 3.388, 1.158], [0.229, 1.372, 0.553], [-0.567, 0.848, 1.552], [-0.923, 1.494, 2.783], [-0.194, 2.564, 3.351], [-0.541, 3.096, 4.578], [-1.626, 2.604, 5.297], [-2.367, 1.559, 4.750], [-2.029, 1.019, 3.526], [-0.986, -0.567, 1.349], [-1.690, -0.928, 0.205], [-2.006, -2.256, -0.039], [-1.644, -3.240, 0.870], [-0.968, -2.888, 2.033], [-0.641, -1.561, 2.268], [0.670, 2.962, 2.839], [0.051, 3.911, 4.980], [-1.890, 3.027, 6.258], [-3.229, 1.169, 5.279], [-2.635, 0.226, 3.109], [-1.970, -0.154, -0.503], [-2.503, -2.517, -0.965], [-1.872, -4.279, 0.665], [-0.673, -3.651, 2.746], [-0.095, -1.282, 3.163], [-0.491, -0.617, -3.221], [-0.277, -1.755, -3.628], [-0.095, -3.107, -4.014], [-0.247, -3.525, -5.349], [-0.086, -4.851, -5.714], [0.235, -5.817, -4.766], [0.393, -5.424, -3.441], [0.235, -4.099, -3.070], [-0.495, -2.777, -6.091], [-0.212, -5.135, -6.754], [0.356, -6.855, -5.053], [0.643, -6.160, -2.685], [0.355, -3.797, -2.037]], "total_charge": -2, "s_squared": 2.0293, "homo_ev": [-0.972, -1.433], "gap_ev": [5.533, 5.938], "energy_ha": -1669.12828, "spin_multiplicity": 3}

[3]
{"formula": "C29H24Cl2N6O2PbS3", "method": "wB97M-V/def2-TZVPD", "species": ["Pb", "C", "C", "N", "N", "C", "N", "S", "C", "C", "C", "C", "C", "N", "H", "H", "H", "H", "H", "H", "H", "H", "H", "H", "O", "S", "O", "N", "C", "C", "C", "C", "C", "C", "C", "C", "N", "C", "C", "C", "C", "C", "C", "C", "H", "H", "H", "H", "H", "H", "H", "H", "H", "H", "H", "Cl", "C", "C", "C", "C", "C", "Cl", "C", "S", "H", "H", "H"], "positions_angstrom": [[1.964, 0.141, 0.454], [1.978, -4.650, -0.917], [2.196, -3.256, -0.404], [1.257, -2.383, -0.313], [-0.005, -2.793, -0.662], [-1.013, -1.918, -0.564], [-2.199, -2.390, -0.903], [-1.409, -0.190, 1.617], [3.557, -2.844, 0.036], [4.599, -3.752, 0.150], [5.857, -3.309, 0.538], [6.053, -1.966, 0.795], [4.962, -1.123, 0.689], [3.750, -1.549, 0.330], [1.474, -5.266, -0.168], [2.909, -5.139, -1.180], [1.372, -4.641, -1.824], [-0.102, -3.759, -0.962], [-2.356, -3.261, -1.403], [-2.967, -1.739, -0.946], [4.445, -4.803, -0.037], [6.672, -4.014, 0.632], [7.019, -1.573, 1.080], [5.062, -0.063, 0.898], [-3.697, 4.075, 0.981], [-3.207, 2.675, 0.811], [-0.238, 2.131, 1.726], [-0.949, 1.406, -0.732], [-0.780, 1.460, -2.107], [-1.762, 2.092, -2.844], [-1.609, 2.358, -4.213], [-0.466, 1.975, -4.852], [0.559, 1.311, -4.135], [1.727, 0.869, -4.790], [2.711, 0.239, -4.083], [2.530, 0.100, -2.704], [1.455, 0.495, -2.049], [0.437, 1.070, -2.743], [-4.724, 1.667, 0.982], [-4.904, 0.668, 1.929], [-6.167, 0.112, 2.078], [-7.224, 0.556, 1.294], [-7.026, 1.555, 0.350], [-5.775, 2.129, 0.189], [-2.654, 2.417, -2.325], [-2.392, 2.878, -4.746], [-0.321, 2.171, -5.906], [1.825, 1.039, -5.855], [3.609, -0.133, -4.554], [3.314, -0.371, -2.114], [-4.085, 0.330, 2.551], [-6.326, -0.657, 2.822], [-8.210, 0.134, 1.430], [-7.852, 1.903, -0.257], [-5.624, 2.935, -0.518], [-1.353, 1.493, 0.714], [0.626, 2.269, 2.792], [1.399, 3.321, 3.161], [1.870, 3.317, 4.485], [1.579, 2.284, 5.348], [0.914, 1.140, 4.885], [0.749, -0.171, 5.999], [0.342, 1.069, 3.618], [0.591, -0.643, 2.775], [1.646, 4.115, 2.469], [2.481, 4.144, 4.820], [1.908, 2.312, 6.377]], "total_charge": 2, "homo_ev": [-12.770, -12.343], "e_above_lowest_kcal_mol": 122.5, "gap_ev": [5.798, 6.129], "energy_ha": -3905.23773}

[4]
{"formula": "C29H24F3N3O6SV", "method": "wB97M-V/def2-TZVPD", "species": ["V", "F", "C", "F", "F", "C", "C", "C", "C", "N", "C", "S", "H", "H", "H", "O", "C", "C", "C", "C", "C", "C", "C", "O", "N", "O", "O", "H", "H", "H", "H", "C", "N", "C", "C", "C", "C", "C", "C", "C", "C", "H", "H", "H", "H", "H", "H", "H", "H", "H", "H", "H", "H", "O", "C", "O", "C", "C", "C", "C", "C", "C", "H", "H", "H", "H", "H"], "positions_angstrom": [[0.638, 2.249, 0.908], [0.563, 3.820, -4.126], [0.453, 2.479, -4.217], [1.698, 1.987, -4.426], [-0.235, 2.241, -5.371], [-0.227, 1.852, -3.037], [-1.367, 1.083, -3.223], [-1.972, 0.468, -2.137], [-1.423, 0.669, -0.886], [-0.335, 1.412, -0.696], [0.314, 1.979, -1.744], [1.734, 2.826, -1.233], [-1.766, 0.954, -4.220], [-2.841, -0.162, -2.257], [-1.852, 0.228, 0.007], [0.363, 1.009, 2.185], [0.161, 0.245, 3.210], [0.504, -1.160, 3.295], [0.283, -1.796, 4.527], [0.592, -3.141, 4.742], [1.154, -3.893, 3.690], [1.366, -3.280, 2.474], [1.040, -1.947, 2.262], [1.252, -1.413, 0.975], [0.353, -3.735, 5.971], [-0.160, -3.037, 6.911], [0.652, -4.970, 6.129], [-0.269, 0.712, 4.098], [-0.134, -1.237, 5.353], [1.394, -4.931, 3.863], [1.768, -3.849, 1.643], [3.485, -2.864, -2.521], [3.533, -1.772, -1.578], [3.941, -2.230, -0.263], [2.319, -0.950, -1.589], [1.011, -1.684, -1.353], [0.262, -2.146, -2.428], [-0.901, -2.884, -2.254], [-1.340, -3.147, -0.965], [-0.637, -2.668, 0.131], [0.534, -1.935, -0.058], [4.470, -3.335, -2.580], [3.226, -2.487, -3.513], [2.751, -3.642, -2.254], [4.967, -2.605, -0.319], [3.306, -3.033, 0.137], [3.907, -1.403, 0.444], [2.263, -0.461, -2.565], [2.441, -0.157, -0.852], [0.615, -1.924, -3.431], [-1.461, -3.235, -3.111], [-2.249, -3.716, -0.803], [-0.979, -2.860, 1.139], [-0.830, 5.775, 2.526], [-0.849, 4.828, 1.751], [0.113, 3.984, 1.591], [-2.084, 4.618, 0.905], [-2.647, 3.361, 0.718], [-3.792, 3.213, -0.054], [-4.373, 4.319, -0.659], [-3.819, 5.578, -0.468], [-2.690, 5.726, 0.325], [-2.187, 2.497, 1.184], [-4.222, 2.229, -0.192], [-5.257, 4.200, -1.275], [-4.268, 6.446, -0.937], [-2.258, 6.703, 0.502]], "total_charge": -2, "s_squared": 0.7679, "homo_ev": [0.081, -0.263], "e_above_lowest_kcal_mol": 0.0, "gap_ev": [4.033, 4.377], "energy_ha": -3376.96571, "spin_multiplicity": 2}

[5]
{"formula": "C29H24IOPY", "method": "wB97M-V/def2-TZVPD", "species": ["Y", "C", "C", "C", "C", "C", "C", "P", "C", "C", "C", "C", "C", "C", "C", "C", "C", "C", "C", "C", "H", "H", "H", "H", "H", "H", "H", "H", "H", "H", "H", "H", "H", "H", "I", "C", "C", "C", "C", "C", "C", "C", "C", "C", "C", "H", "H", "H", "H", "H", "H", "C", "O", "H", "H", "H", "H"], "positions_angstrom": [[1.219, 1.095, 0.135], [-4.160, -3.382, -1.890], [-4.204, -2.167, -1.222], [-3.027, -1.480, -0.964], [-1.804, -2.007, -1.370], [-1.764, -3.227, -2.043], [-2.942, -3.910, -2.299], [-0.279, -1.114, -0.941], [0.821, -1.428, -2.383], [2.136, -1.860, -2.233], [2.954, -1.996, -3.350], [2.466, -1.704, -4.615], [1.151, -1.281, -4.771], [0.335, -1.136, -3.660], [0.550, -1.954, 0.436], [0.346, -3.265, 0.854], [1.121, -3.754, 1.894], [2.080, -2.941, 2.488], [2.266, -1.632, 2.060], [1.497, -1.090, 1.022], [-5.077, -3.919, -2.096], [-5.153, -1.754, -0.906], [-3.057, -0.530, -0.442], [-0.817, -3.638, -2.369], [-2.910, -4.857, -2.820], [2.517, -2.112, -1.251], [3.971, -2.343, -3.230], [3.105, -1.819, -5.480], [0.760, -1.073, -5.758], [-0.699, -0.832, -3.785], [-0.407, -3.885, 0.382], [0.978, -4.769, 2.242], [2.683, -3.333, 3.298], [3.015, -1.029, 2.564], [3.238, 3.224, 1.190], [1.852, 3.909, 2.664], [2.259, 4.906, 3.494], [1.370, 5.361, 4.491], [0.133, 4.799, 4.616], [-0.286, 3.757, 3.752], [-1.562, 3.154, 3.884], [-1.955, 2.144, 3.056], [-1.077, 1.697, 2.040], [0.169, 2.249, 1.858], [0.584, 3.288, 2.731], [3.243, 5.345, 3.404], [1.685, 6.154, 5.155], [-0.548, 5.140, 5.385], [-2.220, 3.512, 4.667], [-2.928, 1.684, 3.174], [-1.419, 0.878, 1.402], [-0.447, 2.333, -2.757], [0.239, 2.527, -1.496], [-0.559, 3.288, -3.263], [-1.418, 1.871, -2.586], [0.172, 1.671, -3.354], [-0.199, 3.235, -1.004]], "total_charge": 1, "homo_ev": -10.939, "e_above_lowest_kcal_mol": 0.0, "gap_ev": 7.740, "energy_ha": -1871.89117}

[6]
{"formula": "C29H24N3O9Sn", "method": "wB97M-V/def2-TZVPD", "species": ["Sn", "O", "C", "C", "C", "N", "C", "C", "C", "O", "O", "C", "O", "O", "H", "H", "H", "C", "O", "C", "C", "C", "C", "C", "C", "O", "C", "O", "C", "H", "H", "H", "H", "H", "H", "H", "H", "H", "O", "C", "C", "C", "C", "C", "C", "N", "H", "H", "H", "H", "H", "H", "H", "N", "C", "C", "C", "C", "C", "C", "C", "H", "H", "H", "H", "H"], "positions_angstrom": [[-1.524, -0.418, -0.062], [-6.152, 3.012, -3.138], [-5.205, 2.357, -2.481], [-3.980, 2.020, -3.141], [-2.950, 1.470, -2.392], [-3.037, 1.182, -1.107], [-4.270, 1.270, -0.525], [-5.321, 1.892, -1.179], [-4.382, 0.621, 0.848], [-5.423, 0.816, 1.498], [-3.377, -0.077, 1.184], [-1.589, 1.294, -3.110], [-1.514, 1.523, -4.342], [-0.665, 0.841, -2.348], [-5.855, 3.133, -4.048], [-3.845, 2.115, -4.183], [-6.266, 1.953, -0.597], [-1.947, -1.368, 6.839], [-0.738, -0.689, 6.757], [-0.389, -0.203, 5.500], [0.334, 1.028, 5.428], [0.606, 1.531, 4.208], [0.198, 0.879, 3.000], [0.111, 1.646, 1.769], [0.563, 3.098, 1.631], [-0.441, 1.210, 0.710], [-0.427, -0.394, 3.050], [-0.722, -1.024, 1.997], [-0.764, -0.893, 4.354], [-2.230, -1.498, 7.907], [-1.914, -2.359, 6.470], [-2.700, -0.843, 6.282], [0.504, 1.546, 6.348], [1.125, 2.512, 4.210], [1.339, 3.429, 2.290], [-0.343, 3.693, 1.913], [0.641, 3.246, 0.584], [-1.295, -1.814, 4.366], [2.001, -4.855, -1.269], [3.070, -4.683, -2.159], [2.647, -3.799, -3.341], [2.984, -4.143, -4.586], [2.600, -3.363, -5.650], [1.731, -2.309, -5.419], [1.473, -1.981, -4.119], [1.890, -2.703, -3.073], [1.739, -3.983, -0.947], [3.484, -5.674, -2.530], [3.901, -4.108, -1.685], [3.411, -5.109, -4.839], [2.926, -3.678, -6.627], [1.305, -1.624, -6.245], [0.883, -1.096, -3.861], [2.279, -2.380, 0.463], [2.462, -1.242, 0.419], [2.722, 0.170, 0.203], [2.347, 0.724, -1.050], [2.617, 2.080, -1.280], [3.264, 2.846, -0.302], [3.575, 2.285, 0.930], [3.366, 0.944, 1.180], [1.799, 0.170, -1.808], [2.283, 2.493, -2.248], [3.467, 3.904, -0.507], [4.073, 2.872, 1.718], [3.546, 0.505, 2.144]], "total_charge": -1, "homo_ev": -5.521, "e_above_lowest_kcal_mol": 21.7, "gap_ev": 7.999, "energy_ha": -2175.36767}